1.
C23H26N2O4 | ωB97M-V/def2-TZVPD

```
! wB97M-V def2-TZVPD RIJCOSX def2/J DEFGRID3
* xyz 0 1
C 2.281 -3.318 -3.860
C 1.148 -2.627 -3.167
C -0.100 -3.229 -3.054
C -1.140 -2.599 -2.397
C -0.957 -1.334 -1.841
C -2.020 -0.587 -1.128
O -2.019 0.626 -1.109
C -3.073 -1.417 -0.404
C -2.417 -2.341 0.628
C -1.742 -1.493 1.700
N -2.716 -0.647 2.363
C -2.202 -0.031 3.574
C -0.758 0.487 3.526
O 0.053 0.188 4.376
N -0.493 1.281 2.452
C 0.747 1.738 1.990
C 1.891 1.761 2.782
C 3.084 2.202 2.247
C 3.161 2.635 0.930
C 2.006 2.642 0.143
C 0.809 2.188 0.675
O 2.010 3.087 -1.156
C 3.158 3.837 -1.480
C 4.411 3.128 -0.967
O 4.380 3.040 0.439
C -3.438 0.237 1.466
C -4.095 -0.547 0.331
C 0.290 -0.719 -1.974
C 1.326 -1.361 -2.618
H 3.043 -3.601 -3.134
H 2.745 -2.654 -4.587
H 1.940 -4.215 -4.369
H -0.261 -4.205 -3.488
H -2.101 -3.087 -2.345
H -3.593 -2.018 -1.158
H -1.676 -2.992 0.163
H -3.187 -2.960 1.091
H -1.295 -2.138 2.461
H -0.925 -0.920 1.225
H -2.863 0.791 3.863
H -2.226 -0.780 4.374
H -1.248 1.443 1.801
H 1.842 1.417 3.801
H 3.983 2.217 2.841
H -0.067 2.194 0.043
H 3.171 3.930 -2.567
H 3.096 4.834 -1.024
H 5.314 3.683 -1.224
H 4.460 2.121 -1.405
H -4.216 0.738 2.051
H -2.813 1.016 1.004
H -4.553 0.160 -0.361
H -4.874 -1.193 0.739
H 0.432 0.267 -1.557
H 2.287 -0.875 -2.703
*
```

Values from the calculation:
SMILES: Cc1ccc(C(=O)C2CCN(CC(=O)Nc3ccc4c(c3)OCCO4)CC2)cc1
LUMO level (eV): 0.34
ΔE to the lowest compared entry with this formula, charge and spin (kJ/mol): 231.1
Frontier orbital gap (eV): 8.2

2.
C23H26N2O7S | ωB97M-V/def2-TZVPD

```
! wB97M-V def2-TZVPD RIJCOSX def2/J DEFGRID3
* xyz 0 1
C -4.222 -0.263 -2.494
C -2.869 -0.794 -2.956
O -1.810 -0.582 -2.041
C -1.465 0.770 -1.816
C -1.730 1.277 -0.435
C -2.146 0.681 0.729
C -2.437 -0.706 1.140
O -2.122 -1.146 2.215
O -3.064 -1.437 0.199
C -3.134 -2.834 0.467
C -1.724 -3.445 0.565
O -1.473 -4.396 1.262
N -0.845 -2.774 -0.225
C 0.524 -2.621 -0.013
C 1.307 -3.463 0.770
C 2.635 -3.142 0.999
C 3.221 -1.985 0.491
C 4.632 -1.608 0.798
C 2.420 -1.171 -0.301
S 2.975 0.408 -0.932
O 1.888 1.010 -1.667
O 4.235 0.294 -1.606
N 3.237 1.248 0.515
C 1.988 1.565 1.169
C 4.128 2.378 0.367
C 1.108 -1.486 -0.567
O -2.120 1.560 1.778
C -1.693 2.739 1.297
C -1.511 3.926 1.994
C -1.033 5.004 1.279
C -0.746 4.909 -0.086
C -0.935 3.736 -0.781
C -1.423 2.633 -0.080
H -4.470 -0.672 -1.520
H -4.985 -0.555 -3.211
H -4.215 0.822 -2.421
H -2.912 -1.880 -3.073
H -2.606 -0.351 -3.928
H -0.383 0.884 -1.996
H -1.974 1.423 -2.535
H -3.650 -3.026 1.413
H -3.694 -3.272 -0.362
H -1.235 -2.053 -0.832
H 0.867 -4.342 1.211
H 3.232 -3.802 1.611
H 5.118 -1.227 -0.097
H 4.645 -0.812 1.541
H 5.185 -2.461 1.184
H 1.406 0.651 1.264
H 2.195 1.961 2.162
H 1.405 2.300 0.600
H 3.632 3.235 -0.103
H 4.957 2.057 -0.259
H 4.501 2.671 1.349
H 0.535 -0.825 -1.191
H -1.729 3.987 3.048
H -0.872 5.944 1.784
H -0.368 5.779 -0.601
H -0.703 3.662 -1.832
*
```

Values from the calculation:
SMILES: CCOCc1c(C(=O)OCC(=O)Nc2ccc(C)c(S(=O)(=O)N(C)C)c2)oc2ccccc12
LUMO level (eV): 0.06
ΔE to the lowest compared entry with this formula, charge and spin (kJ/mol): 112.1
Frontier orbital gap (eV): 8.6

3.
C23H26N2O9S2 | ωB97M-V/def2-TZVPD

```
! wB97M-V def2-TZVPD RIJCOSX def2/J DEFGRID3
* xyz 0 1
C -6.181 -1.066 1.237
N -5.317 -0.319 0.350
C -5.151 -0.828 -0.998
C -3.679 -1.112 -1.324
C -3.050 -2.008 -0.260
C -1.551 -2.134 -0.342
O -0.983 -3.168 -0.043
O -0.917 -1.048 -0.714
S -5.420 1.354 0.450
O -6.160 1.900 -0.654
O -5.821 1.692 1.781
C -3.691 1.769 0.223
C -3.312 2.531 -0.864
C -1.965 2.768 -1.123
C -1.029 2.205 -0.277
C -1.430 1.444 0.838
C -2.765 1.230 1.107
C -0.224 0.925 1.543
O -0.187 0.185 2.494
C 0.923 1.483 0.772
C 2.278 1.339 0.984
C 3.133 1.939 0.070
S 4.906 1.818 0.308
O 5.243 2.402 1.571
O 5.560 2.328 -0.865
N 5.130 0.149 0.445
C 6.453 -0.157 0.953
C 4.772 -0.514 -0.793
C 4.638 -2.025 -0.612
C 3.688 -2.387 0.535
C 2.229 -2.327 0.156
O 1.710 -1.389 -0.429
O 1.583 -3.398 0.527
C 2.666 2.667 -1.007
C 1.299 2.825 -1.213
C 0.433 2.228 -0.318
H -5.722 -2.025 1.476
H -7.172 -1.236 0.803
H -6.292 -0.479 2.145
H -5.731 -1.748 -1.101
H -5.547 -0.091 -1.704
H -3.626 -1.596 -2.300
H -3.121 -0.179 -1.380
H -3.474 -3.013 -0.282
H -3.260 -1.572 0.721
H 0.085 -1.163 -0.677
H -4.086 2.918 -1.507
H -1.667 3.360 -1.974
H -3.096 0.661 1.961
H 2.673 0.787 1.821
H 6.664 0.560 1.743
H 7.218 -0.068 0.175
H 6.467 -1.164 1.369
H 5.510 -0.295 -1.578
H 3.809 -0.101 -1.101
H 4.278 -2.454 -1.548
H 5.617 -2.455 -0.402
H 3.888 -3.395 0.899
H 3.849 -1.677 1.350
H 0.600 -3.375 0.310
H 3.391 3.101 -1.677
H 0.934 3.396 -2.052
*
```

Values from the calculation:
SMILES: CN(CCCC(=O)O)S(=O)(=O)c1ccc2c(c1)C(=O)c1cc(S(=O)(=O)N(C)CCCC(=O)O)ccc1-2
LUMO level (eV): -1.17
Frontier orbital gap (eV): 8.1

4.
C23H26N4O3S2 | ωB97M-V/def2-TZVPD

```
! wB97M-V def2-TZVPD RIJCOSX def2/J DEFGRID3
* xyz 0 1
C 4.030 1.953 4.778
C 3.712 1.021 3.592
N 2.149 1.345 3.545
C 1.925 2.344 2.754
C 0.470 2.715 2.489
C 1.303 0.271 3.367
C 1.701 -0.814 2.022
N 0.812 -0.303 0.816
C -0.573 -0.775 0.948
S -1.213 -1.814 2.111
C -2.839 -1.978 1.533
C -2.689 -3.222 0.340
O -2.476 -4.337 0.488
N -2.732 -2.556 -0.906
C -2.221 -3.186 -2.095
C -1.138 -2.794 -2.567
C -0.646 -2.076 -3.873
C 0.392 -1.449 -3.649
C 1.054 -2.061 -2.517
O 0.046 -2.703 -1.691
N -1.225 -0.364 -0.042
C -0.646 0.551 -1.290
C 0.479 0.742 -1.158
S 1.011 1.827 -2.704
C -0.661 1.697 -3.162
C -1.157 1.967 -4.454
C -2.537 1.985 -4.619
C -3.215 1.259 -3.820
C -2.945 0.826 -2.439
C -1.587 0.875 -2.229
C 1.566 0.328 -0.206
O 2.607 0.697 -0.035
H 3.449 1.846 5.566
H 4.038 2.820 4.337
H 5.145 1.621 4.959
H 4.206 1.070 2.780
H 3.640 -0.011 4.199
H 2.382 3.272 2.899
H 2.094 2.142 1.675
H 0.427 3.672 1.967
H 0.002 2.764 3.340
H -0.223 2.184 1.891
H 1.602 -0.696 4.127
H 0.308 0.201 3.306
H 1.376 -1.718 2.079
H 2.613 -0.518 1.536
H -3.365 -1.106 1.120
H -3.357 -2.534 2.136
H -2.492 -1.426 -0.983
H -2.041 -4.150 -1.806
H -2.957 -3.271 -2.766
H -1.411 -1.701 -4.516
H 1.008 -0.932 -4.264
H 1.907 -1.838 -2.145
H -0.370 2.765 -5.163
H -2.872 2.296 -5.698
H -4.232 0.916 -4.091
H -3.637 0.362 -1.812
*
```

Values from the calculation:
SMILES: CCN(CC)CCn1c(SCC(=O)NCc2ccco2)nc2c(sc3ccccc32)c1=O
LUMO level (eV): -0.04
ΔE to the lowest compared entry with this formula, charge and spin (kJ/mol): 2009.8
Frontier orbital gap (eV): 7.4

5.
C23H26N4O5S | ωB97M-V/def2-TZVPD

```
! wB97M-V def2-TZVPD RIJCOSX def2/J DEFGRID3
* xyz 0 1
C -0.748 1.811 0.848
C 0.262 2.909 1.171
N 0.727 3.588 -0.021
C -0.178 4.571 -0.599
C 0.075 5.963 -0.028
C 1.905 3.398 -0.639
O 2.213 3.994 -1.655
C 2.934 2.443 -0.002
N 2.510 1.082 0.192
C 2.786 0.328 1.287
C 2.372 -0.962 1.091
S 2.530 -2.242 2.290
O 3.759 -2.070 3.009
O 2.275 -3.523 1.674
C 1.143 -1.961 3.462
C -0.107 -1.711 2.650
O -0.746 -0.683 2.753
N -0.384 -2.738 1.813
C -1.350 -2.814 0.806
C -1.368 -3.968 0.021
C -2.273 -4.091 -1.010
C -3.172 -3.064 -1.292
C -4.118 -3.262 -2.427
N -4.564 -2.124 -3.019
O -4.471 -4.359 -2.803
C -3.168 -1.929 -0.489
C -2.272 -1.803 0.556
C 1.807 -1.029 -0.215
C 1.249 -2.051 -0.980
C 0.780 -1.741 -2.236
C 0.881 -0.446 -2.753
C 1.459 0.576 -2.031
C 1.916 0.278 -0.751
H -0.354 1.136 0.092
H -0.959 1.234 1.743
H -1.680 2.232 0.478
H 1.107 2.482 1.709
H -0.204 3.654 1.823
H -1.203 4.256 -0.402
H -0.008 4.585 -1.677
H -0.055 5.971 1.052
H -0.621 6.673 -0.467
H 1.088 6.277 -0.263
H 3.248 2.855 0.961
H 3.796 2.467 -0.681
H 3.277 0.738 2.148
H 1.076 -2.862 4.066
H 1.383 -1.102 4.081
H 0.319 -3.475 1.778
H -0.665 -4.761 0.227
H -2.302 -4.981 -1.619
H -4.182 -1.222 -2.804
H -5.174 -2.214 -3.815
H -3.887 -1.139 -0.651
H -2.283 -0.924 1.178
H 1.215 -3.056 -0.596
H 0.334 -2.515 -2.843
H 0.512 -0.247 -3.747
H 1.558 1.567 -2.445
*
```

Values from the calculation:
SMILES: CCN(CC)C(=O)Cn1cc(S(=O)(=O)CC(=O)Nc2ccc(C(N)=O)cc2)c2ccccc21
LUMO level (eV): 0.31
ΔE to the lowest compared entry with this formula, charge and spin (kJ/mol): 104.0
Frontier orbital gap (eV): 9.1

6.
C23H26N4O6S | ωB97M-V/def2-TZVPD

```
! wB97M-V def2-TZVPD RIJCOSX def2/J DEFGRID3
* xyz 0 1
C 1.229 3.859 0.932
O 2.380 3.122 1.273
C 3.011 2.426 0.300
C 2.746 2.538 -1.063
C 3.473 1.781 -1.966
C 4.435 0.886 -1.540
C 4.684 0.753 -0.175
N 5.575 -0.216 0.312
S 4.903 -1.407 1.301
O 5.828 -2.500 1.269
O 4.533 -0.840 2.554
C 3.444 -1.816 0.343
C 3.557 -2.787 -0.645
C 2.527 -2.978 -1.536
C 1.395 -2.155 -1.477
N 0.380 -2.297 -2.385
C -0.706 -1.502 -2.350
C -0.872 -0.495 -1.451
C -2.163 0.262 -1.544
O -3.029 -0.081 -2.336
N -2.256 1.332 -0.738
C -3.522 1.971 -0.486
C -4.068 1.538 0.885
N -3.930 0.106 1.053
C -3.942 -0.322 2.439
C -3.579 -1.807 2.489
O -4.483 -2.585 1.742
C -4.521 -2.148 0.403
C -4.894 -0.671 0.296
C 0.144 -0.238 -0.443
O 0.097 0.674 0.380
C 1.288 -1.164 -0.485
C 2.324 -1.028 0.444
C 3.994 1.535 0.734
H 0.840 4.247 1.872
H 0.480 3.212 0.466
H 1.465 4.696 0.267
H 1.985 3.207 -1.429
H 3.271 1.883 -3.022
H 4.984 0.286 -2.251
H 6.151 -0.646 -0.397
H 4.457 -3.382 -0.680
H 2.589 -3.743 -2.296
H 0.457 -3.019 -3.088
H -1.481 -1.678 -3.084
H -1.532 1.426 -0.029
H -3.399 3.058 -0.503
H -4.199 1.679 -1.291
H -3.471 2.018 1.665
H -5.112 1.883 0.989
H -3.198 0.248 2.999
H -4.933 -0.175 2.905
H -3.622 -2.183 3.512
H -2.560 -1.935 2.092
H -5.260 -2.772 -0.102
H -3.535 -2.296 -0.066
H -4.854 -0.380 -0.753
H -5.920 -0.521 0.677
H 2.233 -0.294 1.228
H 4.186 1.431 1.789
*
```

Values from the calculation:
SMILES: COc1cccc(NS(=O)(=O)c2ccc3[nH]cc(C(=O)NCCN4CCOCC4)c(=O)c3c2)c1
LUMO level (eV): -0.23
ΔE to the lowest compared entry with this formula, charge and spin (kJ/mol): 129.4
Frontier orbital gap (eV): 8.4

7.
C23H26NO3Sn | ωB97M-V/def2-TZVPD

```
! wB97M-V def2-TZVPD RIJCOSX def2/J DEFGRID3
* xyz -1 1
C -2.486 -2.278 1.402
C -2.264 -1.906 0.052
C -0.886 -1.880 -0.199
H -3.043 -1.714 -0.681
C -0.201 -2.231 1.033
C -1.240 -2.492 2.026
H 0.840 -2.556 1.104
C -2.822 1.211 2.064
C -3.477 0.913 0.870
C -2.670 1.334 -0.235
H -4.453 0.442 0.782
C -1.502 1.924 0.261
C -1.551 1.836 1.730
H -0.401 -1.747 -1.166
H -1.062 -2.906 3.018
H -3.460 -2.404 1.869
H -0.961 2.466 2.405
H -2.938 1.233 -1.286
H -3.195 1.073 3.077
Sn -0.093 -0.042 2.052
C -0.295 2.466 -0.469
C -0.063 3.906 0.024
C -0.485 2.432 -1.984
H -0.926 4.530 -0.257
H 0.847 4.320 -0.424
H 0.044 3.950 1.117
H -1.356 3.041 -2.264
H -0.638 1.408 -2.353
H 0.400 2.850 -2.479
C 0.880 1.526 -0.039
C 2.340 1.872 -0.252
H 0.692 0.505 -0.413
H 0.890 1.613 1.087
O 2.744 2.946 0.174
N 3.185 0.898 -0.764
C 3.103 -0.522 -0.346
H 4.143 1.242 -0.814
C 2.574 -1.413 -1.450
C 2.533 -2.806 -1.273
H 2.921 -3.232 -0.343
C 2.008 -3.627 -2.276
H 1.972 -4.708 -2.126
C 1.539 -3.064 -3.471
H 1.134 -3.707 -4.254
C 1.613 -1.681 -3.666
H 1.273 -1.223 -4.596
C 2.146 -0.860 -2.660
H 2.249 0.218 -2.811
H 2.480 -0.631 0.567
H 4.115 -0.860 -0.068
O -1.806 -0.522 5.896
C -1.588 -0.424 4.704
O -0.403 -0.180 4.149
H -2.400 -0.539 3.953
*
```

Values from the calculation:
LUMO level (eV): 2.68
ΔE to the lowest compared entry with this formula, charge and spin (kJ/mol): 0.0
Frontier orbital gap (eV): 6.2

8.
C23H26O5 | ωB97M-V/def2-TZVPD

```
! wB97M-V def2-TZVPD RIJCOSX def2/J DEFGRID3
* xyz 0 1
C 3.640 2.951 3.882
C 3.839 1.608 3.234
O 3.172 1.569 1.967
C 3.361 0.353 1.379
C 2.694 0.269 0.058
C 1.964 1.425 -0.466
C 2.867 -0.957 -0.680
C 2.224 -1.069 -2.056
O 3.499 -1.909 -0.224
O 4.011 -0.518 1.933
H 4.135 2.916 4.854
H 4.101 3.756 3.302
H 2.583 3.178 4.052
H 4.910 1.424 3.082
H 3.433 0.818 3.878
H 1.999 2.222 0.282
H 2.399 1.803 -1.404
H 0.911 1.181 -0.671
H 1.704 -0.168 -2.385
H 2.990 -1.317 -2.800
H 1.508 -1.899 -2.045
C -0.320 -6.162 0.625
O -0.100 -5.165 1.649
C -0.541 -3.911 1.389
C -0.090 -2.874 2.249
C -0.417 -1.577 1.966
C -1.212 -1.235 0.825
C -1.432 0.132 0.546
C -1.930 0.704 -0.648
C -2.354 2.066 -0.596
C -2.923 2.651 -1.702
C -3.094 1.905 -2.897
O -3.739 2.589 -3.877
C -4.104 3.914 -3.314
C -3.463 4.025 -1.930
C -2.624 0.583 -3.011
C -2.005 0.024 -1.915
C -1.756 -2.305 0.057
C -1.391 -3.611 0.296
H 0.166 -7.051 1.022
H -1.391 -6.347 0.469
H 0.139 -5.859 -0.326
H 0.535 -3.138 3.101
H -0.071 -0.768 2.611
H -1.251 0.827 1.367
H -2.232 2.648 0.320
H -3.755 4.681 -4.013
H -5.198 3.957 -3.249
H -4.189 4.319 -1.169
H -2.665 4.777 -1.941
H -2.763 0.054 -3.952
H -1.558 -0.964 -2.016
H -2.474 -2.117 -0.738
H -1.737 -4.410 -0.366
*
```

Values from the calculation:
LUMO level (eV): -2.50
ΔE to the lowest compared entry with this formula, charge and spin (kJ/mol): 47.0
Frontier orbital gap (eV): 3.0

Values of M, in order: 394.5, 474.5, 538.6, 470.6, 470.6, 486.5, 483.2, 382.5, all in g mol⁻¹.
Values of E, in order: -35443.5413, -52420.6667, -67352.3299, -58026.9691, -51307.9206, -53353.9202, -37736.7742, -34506.3752, all in eV.